Molecular formula: C35H30Cl3LaN7O4SSb
Method: DFT, ωB97M-V/def2-TZVPD

The geometry in XYZ format:
```
82
C35H30Cl3LaN7O4SSb, DFT ωB97M-V/def2-TZVPD
La -0.100 0.520 -0.114
C -4.414 -0.272 -2.873
C -4.955 0.654 -1.813
C -5.659 1.858 -2.108
C -6.039 2.654 -1.040
C -5.591 2.314 0.240
C -4.856 1.140 0.422
N -4.618 0.337 -0.534
Sb -4.111 0.415 2.363
C -2.721 1.950 3.132
C -3.033 2.559 4.391
C -2.308 3.705 4.708
C -1.265 4.104 3.889
C -1.042 3.467 2.682
C 0.014 3.936 1.756
N -1.762 2.348 2.327
C -2.596 -1.026 1.636
C -2.487 -2.115 2.561
C -2.130 -3.402 2.081
C -1.723 -3.489 0.743
C -1.806 -2.398 -0.104
C -1.517 -2.468 -1.525
N -2.037 -1.122 0.384
H -4.976 -0.167 -3.793
H -3.402 0.078 -3.106
H -4.442 -1.304 -2.483
H -5.984 2.100 -3.153
H -6.706 3.501 -1.155
H -5.860 2.931 1.102
H -3.797 2.120 5.027
H -2.497 4.178 5.670
H -0.683 4.990 4.091
H 0.702 3.088 1.534
H -0.455 4.403 0.852
H 0.570 4.648 2.317
H -2.877 -2.012 3.589
H -2.165 -4.306 2.718
H -1.476 -4.472 0.341
H -1.967 -3.383 -1.952
H -1.935 -1.589 -1.994
H -0.415 -2.414 -1.716
N 6.518 -2.567 -1.594
C 5.884 -1.365 -1.605
C 5.202 -0.899 -0.444
C 4.268 0.074 -0.551
C 3.989 0.613 -1.819
C 4.831 0.427 -2.898
C 5.795 -0.563 -2.787
S 2.474 1.544 -1.887
O 2.104 1.915 -0.477
O 2.670 2.586 -2.833
N 1.285 0.463 -2.176
C 1.017 0.009 -3.436
N 1.813 0.338 -4.445
C 1.635 -0.282 -5.581
C 0.583 -1.162 -5.827
C -0.248 -1.331 -4.731
N -0.096 -0.734 -3.581
H 6.647 -3.101 -0.732
H 7.108 -2.808 -2.372
H 5.341 -1.281 0.570
H 3.621 0.402 0.267
H 4.663 1.027 -3.783
H 6.463 -0.770 -3.659
H 2.361 -0.029 -6.350
H 0.413 -1.716 -6.772
H -1.106 -2.057 -4.728
Cl 4.531 -2.655 5.417
C 3.257 -1.952 4.463
C 2.446 -0.948 4.983
C 1.496 -0.302 4.217
Cl 0.450 0.782 4.968
C 1.426 -0.451 2.781
O 0.709 0.321 2.087
C 2.169 -1.641 2.286
C 1.911 -2.074 0.989
O 1.132 -1.538 0.133
C 3.086 -2.282 3.100
H 2.608 -0.663 6.028
H 2.487 -2.940 0.656
H 3.798 -3.032 2.678
Cl -1.619 2.586 -1.647
```

Gap between HOMO and LUMO: 7.0657 eV
M: 1011.76 g/mol
Energy relative to the best compared isomer or geometry (same formula, charge and spin): 0.0 kcal per mole
2S+1: 1

Molecular formula: C5H8O2
Method: DFT, ωB97M-V/def2-TZVPD

The geometry in XYZ format:
```
15
C5H8O2, DFT ωB97M-V/def2-TZVPD
O 0.314 1.182 -1.479
C 1.317 0.669 -1.074
C 1.525 -0.408 -0.076
O 0.460 -0.613 0.756
C -0.727 -1.082 0.204
C -1.952 -0.575 0.763
C -1.727 -0.253 -0.458
H 2.241 0.980 -1.551
H 1.786 -1.308 -0.653
H 2.387 -0.155 0.552
H -0.620 -2.120 -0.063
H -2.626 -0.614 1.583
H -2.119 0.221 -1.328
H -0.227 1.692 1.297
H -0.031 2.384 1.527
```

Gap between HOMO and LUMO: 10.3459 eV
M: 100.12 g/mol
SMILES: O=CCOC1C=C1.[H][H]
Energy relative to the best compared isomer or geometry (same formula, charge and spin): 111.2 kcal per mole
2S+1: 1

Molecular formula: C31H47N11OSTi
Method: DFT, ωB97M-V/def2-TZVPD

The geometry in XYZ format:
```
92
C31H47N11OSTi, DFT ωB97M-V/def2-TZVPD
Ti -0.198 0.113 0.855
C -2.363 2.865 3.564
C -1.810 2.150 2.375
N -1.196 0.962 2.472
N -1.181 0.358 3.717
C -0.993 -0.962 3.812
N -1.011 -1.503 5.042
S -0.717 -1.910 2.435
C -1.893 2.626 1.037
C -2.555 3.802 0.631
C -2.653 4.097 -0.703
C -2.092 3.222 -1.649
C -1.440 2.105 -1.197
N -1.319 1.798 0.108
H -1.592 3.038 4.321
H -2.757 3.840 3.297
H -3.179 2.302 4.028
H -1.395 0.918 4.532
H -1.354 -1.003 5.846
H -0.951 -2.505 5.112
H -2.996 4.461 1.364
H -3.167 4.992 -1.025
H -2.163 3.420 -2.709
H -0.982 1.402 -1.884
C 3.312 2.282 -3.058
N 2.173 1.474 -2.639
C 1.803 0.427 -3.570
C 1.690 1.523 -1.371
N 1.252 0.460 -0.707
C 1.896 -0.795 -0.896
C 3.271 -0.807 -0.959
C 4.007 -1.994 -1.093
C 3.352 -3.188 -1.104
C 1.943 -3.240 -0.978
C 1.319 -4.511 -0.941
C -0.028 -4.621 -0.783
C -0.807 -3.459 -0.684
C -0.260 -2.201 -0.771
N -1.130 -1.082 -0.645
C -2.272 -1.083 -1.324
N -2.429 -1.683 -2.532
C -1.324 -1.954 -3.431
C -3.664 -2.375 -2.883
N -3.366 -0.466 -0.819
C -4.329 0.232 -1.657
C -3.661 -0.436 0.601
C 1.169 -2.040 -0.886
N 1.646 2.750 -0.804
C 1.747 2.940 0.631
C 1.403 3.962 -1.573
H 4.088 1.618 -3.444
H 3.721 2.830 -2.213
H 3.041 2.987 -3.845
H 2.558 -0.361 -3.624
H 1.679 0.865 -4.561
H 0.860 -0.010 -3.261
H 3.796 0.139 -0.901
H 5.085 -1.951 -1.169
H 3.894 -4.120 -1.196
H 1.942 -5.391 -1.026
H -0.503 -5.591 -0.728
H -1.878 -3.543 -0.539
H -0.470 -1.345 -3.162
H -1.629 -1.707 -4.450
H -1.025 -3.005 -3.399
H -4.341 -2.399 -2.035
H -3.420 -3.404 -3.157
H -4.166 -1.905 -3.730
H -3.942 0.346 -2.665
H -4.497 1.226 -1.236
H -5.287 -0.289 -1.698
H -3.611 0.582 0.994
H -2.964 -1.070 1.144
H -4.674 -0.812 0.763
H 2.199 2.066 1.087
H 0.771 3.124 1.090
H 2.378 3.809 0.823
H 1.094 3.713 -2.584
H 2.290 4.597 -1.615
H 0.599 4.525 -1.095
C 3.585 -1.323 4.634
N 2.868 -1.207 3.371
C 2.943 -2.351 2.468
C 2.212 -0.113 3.054
O 1.607 0.071 1.981
H 4.647 -1.475 4.446
H 3.204 -2.174 5.197
H 3.455 -0.418 5.223
H 2.499 -3.224 2.946
H 3.988 -2.562 2.241
H 2.410 -2.128 1.550
H 2.237 0.673 3.818
```

Gap between HOMO and LUMO (spin up / spin down): 6.7501 / 6.6454 eV
M: 669.73 g/mol
Expectation value of S²: 2.01
Charge: +2
Energy relative to the best compared isomer or geometry (same formula, charge and spin): 0.8 kcal per mole
2S+1: 3

Molecular formula: C23H26Br2Cl12F8O3
Method: DFT, ωB97M-V/def2-TZVPD

The geometry in XYZ format:
```
74
C23H26Br2Cl12F8O3, DFT ωB97M-V/def2-TZVPD
O 2.635 -3.195 1.469
C 2.715 -2.072 1.840
Br 2.818 -1.685 3.726
C 2.850 -0.896 0.908
C 2.320 0.425 1.361
C 3.070 1.513 1.553
F 4.403 1.521 1.440
C 2.467 2.821 1.955
O 3.045 3.638 2.624
C 1.046 3.002 1.475
Br 0.582 4.778 1.189
C 0.254 1.928 1.291
C -1.167 2.048 0.779
F -1.934 2.859 1.568
F -1.103 2.596 -0.474
C -1.995 0.740 0.596
F -1.252 -0.153 -0.092
F -3.058 1.075 -0.184
C -2.568 0.073 1.910
F -3.908 0.182 1.925
F -2.244 -1.211 1.963
F -2.117 0.694 3.010
C 0.858 0.583 1.592
O 0.182 -0.343 1.983
H 2.320 -1.212 -0.002
H 3.911 -0.807 0.661
Cl 0.037 -2.886 -0.728
C -1.186 -2.557 -1.983
C -1.338 -3.704 -2.947
Cl 0.125 -3.896 -3.951
H -0.883 -1.651 -2.503
H -2.133 -2.376 -1.475
H -2.167 -3.499 -3.621
H -1.516 -4.648 -2.438
Cl 0.547 0.670 -4.013
C 0.309 -0.005 -5.651
C 1.340 -1.049 -5.988
Cl 2.974 -0.352 -6.198
H 0.327 0.822 -6.355
H -0.678 -0.464 -5.662
H 1.076 -1.537 -6.925
H 1.398 -1.799 -5.207
Cl -0.110 0.819 8.835
C -0.229 -0.107 7.315
C 0.933 -1.045 7.125
Cl 2.461 -0.175 6.830
H -0.295 0.609 6.500
H -1.152 -0.682 7.363
H 0.750 -1.670 6.252
H 1.079 -1.680 7.995
Cl 2.996 -3.233 -10.894
C 3.542 -2.602 -9.317
C 3.796 -3.701 -8.320
Cl 2.292 -4.521 -7.820
H 2.786 -1.910 -8.957
H 4.464 -2.052 -9.494
H 4.242 -3.277 -7.422
H 4.461 -4.458 -8.727
Cl 2.162 3.117 6.160
C 1.785 4.761 6.734
C 0.392 5.188 6.347
Cl 0.242 5.403 4.583
H 2.530 5.433 6.316
H 1.877 4.750 7.819
H 0.160 6.145 6.811
H -0.348 4.454 6.655
Cl -5.661 -1.783 -1.412
C -5.963 -0.114 -0.851
C -7.345 0.367 -1.207
Cl -7.548 0.588 -2.965
H -5.198 0.519 -1.290
H -5.842 -0.117 0.230
H -7.519 1.335 -0.740
H -8.106 -0.333 -0.873
```

Gap between HOMO and LUMO: 8.1478 eV
M: 1087.69 g/mol
SMILES: O=C(Br)CC1=C(F)C(=O)C(Br)=C(C(F)(F)C(F)(F)C(F)(F)F)C1=O.ClCCCl.ClCCCl.ClCCCl.ClCCCl.ClCCCl.ClCCCl
2S+1: 1